No. 1
Density functional theory data (ωB97M-V/def2-TZVPD) for AlF6P as an isolated structure at a distorted geometry.

```
8
Properties=species:S:1:pos:R:3:forces:R:3
Al -1.88999 2.33887 -0.43311 1.3749 -1.2989 0.3317
P 0.26755 -0.41231 0.05182 0.8270 -1.0511 0.5781
F 0.36057 1.00804 -0.81935 -1.0850 1.1446 -0.5332
F -1.04104 -0.79336 -0.74654 -0.2488 0.2386 -0.1945
F 1.25684 -1.00639 -1.01206 0.0345 0.0498 -0.3016
F 0.17244 -1.68258 0.93007 -0.2031 -0.3785 0.0226
F 1.53239 0.09458 0.90622 -0.2706 0.2665 0.2126
F -0.65876 0.45315 1.12294 -0.4289 1.0291 -0.1157
```
Positions in Å, forces in eV/Å.

- frontier orbital gap (eV) = 4.0
- energy relative to the best compared isomer or geometry (same formula, charge and spin) (kcal per mole) = 47.60
- max |F| (hartree/bohr) = 0.0373
- net charge = +2

=====

No. 2
Density functional theory data (ωB97M-V/def2-TZVPD) for one molecule with the formula C20H31NO3.

```
55
Properties=species:S:1:pos:R:3:forces:R:3
C -1.72000 2.05923 6.48648 0.0356 -0.0059 -0.0258
C -0.93917 1.91915 5.22494 -0.2220 0.0072 -0.1448
C -1.48176 1.90045 4.00996 -0.0021 0.0328 0.5006
C -0.78492 1.76854 2.73950 0.2334 -0.0475 -0.5954
C -1.51476 1.82344 1.55336 0.0729 -0.0057 0.2255
C -0.88687 1.69927 0.33186 0.1867 0.0225 -0.1707
C 0.48728 1.50482 0.23077 -0.0090 -0.0012 -0.0969
C 1.24194 1.45363 1.41598 0.0014 -0.0010 0.1145
C 0.59033 1.58801 2.63622 -0.0883 -0.0127 -0.2048
H 1.21113 1.53569 3.51554 0.1042 -0.0211 0.1173
O 2.59454 1.30165 1.53256 -0.3591 0.1510 0.1400
C 3.38962 0.94610 0.42676 0.3814 -0.0958 -0.2991
H 3.08230 -0.01321 0.00093 0.0156 0.0619 -0.0004
H 3.37094 1.71168 -0.35169 0.0377 -0.1069 0.0795
H 4.40144 0.85429 0.82251 -0.0604 -0.0152 -0.0447
O 1.11735 1.37774 -0.98614 0.0858 0.1534 0.4075
C 0.36268 0.86406 -2.06811 -0.0569 -0.3707 -0.3489
C 1.29425 0.06308 -2.98741 -0.4425 -0.0948 0.4544
O 1.85153 0.85547 -4.01054 0.1784 0.1939 -0.2579
H 2.30117 1.60336 -3.60173 0.0104 -0.0561 -0.0640
C 0.51476 -1.07798 -3.66026 0.3011 0.3169 0.0671
N -0.08090 -1.96193 -2.68662 0.1268 -0.1584 -0.1808
C -1.32622 -2.58346 -3.08991 -0.4491 0.2865 0.0222
C -2.53284 -1.97468 -2.36728 0.0045 -0.4523 -0.0585
H -2.43192 -0.88804 -2.37013 -0.0359 0.1092 -0.0620
C -2.73359 -2.46868 -0.93478 0.0249 0.3655 -0.0705
H -2.82507 -3.55752 -0.94227 -0.0816 -0.0796 0.0249
H -3.69222 -2.07026 -0.59123 -0.0274 -0.0848 -0.0022
C -1.66191 -2.05632 0.08123 -0.1577 -0.2541 0.0604
H -1.30180 -1.05463 -0.15177 -0.0104 0.1031 0.0756
H -2.15159 -1.99069 1.05587 0.0234 0.0619 -0.0131
C -0.46878 -3.01347 0.22597 0.1794 0.3025 0.0532
C 0.82289 -2.57093 -0.46338 0.0170 -0.4259 -0.2036
H 0.99153 -1.51242 -0.26164 0.0935 0.1332 0.0274
H 1.65475 -3.13005 -0.02623 0.0770 0.0351 0.0427
C 0.85136 -2.81109 -1.97641 0.1890 0.1112 0.4575
H 0.63727 -3.87255 -2.16542 0.0472 0.0532 -0.0563
H 1.86642 -2.61974 -2.34033 -0.0177 -0.0455 -0.0463
H -0.74473 -4.00700 -0.13370 -0.0175 -0.1348 0.0484
H -0.24497 -3.11108 1.29110 -0.0176 -0.0826 -0.0325
H -3.43178 -2.22453 -2.93688 -0.0611 0.0639 -0.0414
H -1.47152 -2.46806 -4.17126 0.0583 -0.0738 0.0310
H -1.29815 -3.65811 -2.88150 0.0398 0.0014 -0.0559
H 1.20516 -1.59414 -4.34815 -0.0860 0.0348 -0.0153
H -0.27433 -0.61938 -4.25880 -0.0339 -0.0175 -0.0507
H 2.09782 -0.35741 -2.36395 -0.1491 -0.0072 0.0034
H -0.10149 1.68076 -2.63703 0.0230 -0.0870 0.0231
H -0.41159 0.18214 -1.70591 0.0655 0.1149 0.0375
H -1.47647 1.77241 -0.56906 -0.0166 -0.0191 -0.1018
H -2.58400 1.97131 1.58437 -0.1161 0.0166 0.0290
H -2.55805 1.99570 3.92328 -0.1282 0.0157 0.0627
H 0.13025 1.83160 5.35475 0.1928 -0.0197 -0.1030
H -1.55092 1.19698 7.13205 -0.0408 -0.0204 0.1070
H -2.78501 2.14230 6.28339 -0.0852 0.0093 0.0313
H -1.39587 2.94463 7.03393 -0.0342 0.0397 0.1042
```
Positions in Å, forces in eV/Å.

- SMILES = C/C=C/c1ccc(OC[C@H](O)CN2CCCCCCC2)c(OC)c1
- frontier orbital gap (eV) = 8.5
- energy relative to the best compared isomer or geometry (same formula, charge and spin) (kcal per mole) = 37.29
- max |F| (hartree/bohr) = 0.0125
- net charge = 0

=====

> Among the records above, which one has the highest net charge?

AlF6P

=====

Please write out number 1 again, unchanged.
Density functional theory data (ωB97M-V/def2-TZVPD) for AlF6P as an isolated structure at a distorted geometry.

```
8
Properties=species:S:1:pos:R:3:forces:R:3
Al -1.88999 2.33887 -0.43311 1.3749 -1.2989 0.3317
P 0.26755 -0.41231 0.05182 0.8270 -1.0511 0.5781
F 0.36057 1.00804 -0.81935 -1.0850 1.1446 -0.5332
F -1.04104 -0.79336 -0.74654 -0.2488 0.2386 -0.1945
F 1.25684 -1.00639 -1.01206 0.0345 0.0498 -0.3016
F 0.17244 -1.68258 0.93007 -0.2031 -0.3785 0.0226
F 1.53239 0.09458 0.90622 -0.2706 0.2665 0.2126
F -0.65876 0.45315 1.12294 -0.4289 1.0291 -0.1157
```
Positions in Å, forces in eV/Å.

- frontier orbital gap (eV) = 4.0
- energy relative to the best compared isomer or geometry (same formula, charge and spin) (kcal per mole) = 47.60
- max |F| (hartree/bohr) = 0.0373
- net charge = +2

=====

> Among the records above, which one has the lowest net charge?

C20H31NO3

=====

> Which formula does entry 2 have?

C20H31NO3